1.
# C15H22Cl9N3

A molecular structure, C15H22Cl9N3 at a distorted geometry (ωB97M-V/def2-TZVPD, the OMol25 dataset).

Calculated values
2S+1: 1
E (eV): -133082.4950
LUMO (eV): 0.5231
E_HOMO (eV): -8.43
Largest force on an atom (eV/A): 4.56

Last column: Löwdin charge in e.
Element x y z (Å)
1 C -0.80 3.56 -0.65  -1.511
2 Cl -2.52 4.09 -0.51  0.517
3 Cl 0.29 4.91 -0.55  0.536
4 Cl -0.55 2.94 -2.28  0.535
5 H -0.61 2.84 0.14  0.011
6 C 4.80 3.20 -1.72  -1.500
7 Cl 6.16 3.70 -0.61  0.489
8 Cl 3.35 2.78 -0.80  0.510
9 Cl 5.21 1.82 -2.72  0.528
10 H 4.44 4.04 -2.31  0.016
11 C -0.25 -1.09 7.01  -1.478
12 Cl -0.83 0.28 7.95  0.513
13 Cl 1.04 -2.00 7.89  0.483
14 Cl 0.56 -0.37 5.58  0.482
15 H -1.08 -1.73 6.71  0.026
16 N 1.31 0.42 0.77  -0.009
17 C 0.79 0.30 -0.52  -0.160
18 C -0.51 -0.13 -0.30  -0.132
19 C -0.79 -0.14 1.09  -0.116
20 C 0.35 0.28 1.73  -0.145
21 H 2.24 0.77 0.95  0.101
22 H 1.51 0.48 -1.30  0.085
23 H -1.15 -0.37 -1.14  0.082
24 H -1.70 -0.36 1.62  0.091
25 H 0.58 0.47 2.77  0.075
26 C 1.45 -3.31 0.03  -0.095
27 C 2.05 -3.28 -1.40  -0.228
28 C 3.59 -3.01 -1.46  -0.187
29 C 3.97 -1.76 -0.88  -0.226
30 N 4.20 -0.70 -0.42  0.155
31 H 1.94 -4.05 0.65  0.073
32 H 0.38 -3.46 0.14  0.073
33 H 1.63 -2.33 0.47  0.047
34 H 1.56 -2.58 -2.08  0.103
35 H 1.91 -4.26 -1.85  0.098
36 H 3.92 -3.14 -2.49  0.123
37 H 4.05 -3.72 -0.78  0.120
38 C -4.79 -0.74 -0.86  -0.107
39 C -4.42 0.74 -0.83  -0.260
40 C -4.32 1.42 -2.19  -0.209
41 C -3.45 0.73 -3.13  -0.253
42 N -2.81 0.19 -3.92  0.147
43 H -3.95 -1.43 -0.92  0.068
44 H -5.48 -1.08 -1.63  0.078
45 H -5.21 -0.94 0.12  0.069
46 H -3.49 0.84 -0.26  0.089
47 H -5.20 1.27 -0.29  0.108
48 H -4.03 2.47 -2.13  0.064
49 H -5.30 1.47 -2.66  0.122

=====

2.
# C6H10

2 unconnected molecules or ions with the total composition C6H10 at a distorted geometry (ωB97M-V/def2-TZVPD, the OMol25 dataset).

Calculated values
2S+1: 1
E (eV): -6378.4856
LUMO (alpha / beta) (eV): 0.7098 / 0.7093
E_HOMO (alpha / beta) (eV): -7.43 / -7.43
Largest force on an atom (eV/A): 2.45

Last column: Löwdin charge in e.
Element x y z (Å)
1 C -0.45 0.10 -1.49  -0.110
2 C -0.90 -0.10 -0.12  -0.237
3 C -0.76 -1.50 0.43  -0.085
4 C 0.39 1.29 1.38  -0.069
5 C 1.41 0.91 0.53  -0.311
6 C 2.10 0.46 -0.38  0.027
7 H -1.48 -0.43 -1.60  0.136
8 H 0.38 -0.51 -1.86  0.075
9 H -0.52 1.10 -1.93  0.097
10 H -1.72 0.50 0.21  0.101
11 H -0.40 -1.39 1.44  0.075
12 H -1.72 -2.04 0.46  0.084
13 H -0.04 -2.11 -0.13  0.088
14 H 0.14 2.36 1.35  0.060
15 H 0.45 0.90 2.41  0.060
16 H 3.12 0.46 -0.69  0.010

=====

3.
# C11H16NO3

2 unconnected molecules or ions with the total composition C11H16NO3 at a distorted geometry (ωB97M-V/def2-TZVPD, the OMol25 dataset).

Calculated values
2S+1: 1
Net charge: +1
E (eV): -19288.8577
LUMO (eV): -4.8126
E_HOMO (eV): -11.09
Largest force on an atom (eV/A): 3.34

Last column: Löwdin charge in e.
Element x y z (Å)
1 C 3.33 2.28 -2.24  -0.008
2 C 2.47 2.89 -1.35  0.041
3 C 2.81 1.02 -2.50  -0.047
4 C 1.53 1.92 -1.00  -0.236
5 C -2.46 -1.87 -0.80  -0.063
6 C 0.40 1.85 -0.16  0.053
7 C -1.78 -0.79 -0.52  -0.146
8 C -0.99 -2.41 0.80  -0.496
9 C 0.20 -3.23 0.30  -0.019
10 C -1.15 -2.66 2.32  0.026
11 C -1.27 2.79 1.40  -0.017
12 N -0.16 2.90 0.40  0.045
13 O -2.14 -2.96 0.05  -0.008
14 O 1.80 0.79 -1.71  0.078
15 O -0.81 -1.04 0.43  -0.060
16 H 4.14 2.78 -2.80  0.138
17 H 2.41 3.89 -0.95  0.127
18 H 3.26 0.16 -2.97  0.154
19 H -3.32 -1.95 -1.52  0.150
20 H -0.02 0.74 -0.13  0.170
21 H -1.86 0.12 -1.05  0.108
22 H 1.20 -3.39 0.87  0.126
23 H 0.62 -3.05 -0.70  0.088
24 H -0.07 -4.24 0.20  0.062
25 H -0.85 -3.73 2.66  0.129
26 H -2.14 -2.66 2.62  0.057
27 H -0.48 -2.02 2.87  0.081
28 H -1.87 1.91 1.04  0.095
29 H -1.00 2.43 2.41  0.099
30 H -1.88 3.66 1.68  0.102
31 H 0.09 3.89 0.36  0.171

=====

Which of these has the highest E?
C6H10

=====

Among the records above, which one has the lowest largest force on an atom?
C6H10

=====

Number 1 is which compound?
C15H22Cl9N3

=====

What did the third record say?
# C11H16NO3

2 unconnected molecules or ions with the total composition C11H16NO3 at a distorted geometry (ωB97M-V/def2-TZVPD, the OMol25 dataset).

Calculated values
2S+1: 1
Net charge: +1
E (eV): -19288.8577
LUMO (eV): -4.8126
E_HOMO (eV): -11.09
Largest force on an atom (eV/A): 3.34

Last column: Löwdin charge in e.
Element x y z (Å)
1 C 3.33 2.28 -2.24  -0.008
2 C 2.47 2.89 -1.35  0.041
3 C 2.81 1.02 -2.50  -0.047
4 C 1.53 1.92 -1.00  -0.236
5 C -2.46 -1.87 -0.80  -0.063
6 C 0.40 1.85 -0.16  0.053
7 C -1.78 -0.79 -0.52  -0.146
8 C -0.99 -2.41 0.80  -0.496
9 C 0.20 -3.23 0.30  -0.019
10 C -1.15 -2.66 2.32  0.026
11 C -1.27 2.79 1.40  -0.017
12 N -0.16 2.90 0.40  0.045
13 O -2.14 -2.96 0.05  -0.008
14 O 1.80 0.79 -1.71  0.078
15 O -0.81 -1.04 0.43  -0.060
16 H 4.14 2.78 -2.80  0.138
17 H 2.41 3.89 -0.95  0.127
18 H 3.26 0.16 -2.97  0.154
19 H -3.32 -1.95 -1.52  0.150
20 H -0.02 0.74 -0.13  0.170
21 H -1.86 0.12 -1.05  0.108
22 H 1.20 -3.39 0.87  0.126
23 H 0.62 -3.05 -0.70  0.088
24 H -0.07 -4.24 0.20  0.062
25 H -0.85 -3.73 2.66  0.129
26 H -2.14 -2.66 2.62  0.057
27 H -0.48 -2.02 2.87  0.081
28 H -1.87 1.91 1.04  0.095
29 H -1.00 2.43 2.41  0.099
30 H -1.88 3.66 1.68  0.102
31 H 0.09 3.89 0.36  0.171